1.
The following is a DFT calculation (wB97M-V/def2-TZVPD) of a 2-piece molecular cluster, C17H36N7O6 overall.

Last column: Löwdin charge in e.
Element x y z (Å)
O (1.603, -1.473, 7.084)  0.05
O (-0.803, -3.761, -8.190)  0.10
O (0.004, -0.849, -2.626)  0.05
O (-2.028, 3.060, 7.168)  0.05
O (0.148, -4.431, -6.246)  0.11
O (2.058, -1.335, -3.445)  0.14
C (1.359, -0.282, 6.984)  -0.57
C (-0.730, -3.696, -6.975)  -0.46
C (0.720, -1.161, -3.572)  -0.39
C (-1.456, 2.020, 7.454)  -0.45
C (0.473, 0.702, 0.316)  -0.48
N (1.408, 0.763, -0.585)  0.22
N (-1.789, 1.431, 8.609)  0.04
N (2.287, 2.508, -7.151)  -0.02
N (0.638, 1.248, 1.508)  0.10
N (-1.164, -2.170, -4.954)  0.02
N (0.115, 0.118, 6.715)  0.09
N (-0.624, 0.097, -0.038)  0.24
C (2.468, 0.734, 7.163)  0.01
C (-1.235, 0.266, 9.302)  -0.06
C (-2.987, -3.463, -5.885)  -0.04
C (0.997, 1.859, -6.915)  -0.30
C (-0.393, 1.370, 2.557)  -0.15
C (-1.692, -2.730, -6.234)  -0.29
C (0.109, -1.392, -4.983)  -0.24
C (1.216, 0.664, -5.996)  -0.21
C (-0.112, -0.053, -5.709)  -0.14
C (0.215, 1.347, 3.962)  -0.18
C (-0.896, 1.550, 5.006)  -0.14
C (-0.389, 1.483, 6.463)  -0.19
H (0.626, -4.966, -6.899)  0.13
H (2.274, -1.374, -2.504)  0.12
H (2.270, 1.244, -0.406)  0.14
H (1.166, 0.436, -1.508)  0.09
H (-2.520, 1.929, 9.096)  0.15
H (2.220, 3.196, -7.902)  0.07
H (2.650, 2.937, -6.301)  0.07
H (1.524, 1.687, 1.691)  0.16
H (-1.096, -2.922, -4.263)  0.12
H (-0.550, -0.640, 6.658)  0.15
H (-1.393, 0.030, 0.601)  0.12
H (-0.693, -0.315, -0.963)  0.10
H (2.223, 1.394, 7.994)  0.09
H (2.596, 1.308, 6.249)  0.07
H (3.393, 0.204, 7.390)  0.09
H (-1.479, -0.653, 8.767)  0.08
H (-0.152, 0.358, 9.406)  0.08
H (-1.666, 0.201, 10.303)  0.09
H (-3.690, -2.780, -5.398)  0.09
H (-2.786, -4.300, -5.208)  0.09
H (-3.458, -3.855, -6.793)  0.09
H (0.295, 2.567, -6.462)  0.11
H (0.576, 1.523, -7.868)  0.12
H (-1.110, 0.550, 2.487)  0.12
H (-0.929, 2.312, 2.417)  0.14
H (-1.938, -1.921, -6.930)  0.14
H (0.849, -1.966, -5.549)  0.14
H (1.914, -0.028, -6.479)  0.13
H (1.671, 1.004, -5.061)  0.11
H (-0.608, -0.232, -6.666)  0.12
H (-0.769, 0.589, -5.113)  0.13
H (0.950, 2.148, 4.059)  0.12
H (0.708, 0.387, 4.117)  0.12
H (-1.345, 2.528, 4.823)  0.12
H (-1.670, 0.792, 4.868)  0.13
H (0.427, 2.200, 6.557)  0.15

Results
energy	-1503.9822	Ha
Kohn-Sham gap	8.6	eV
net charge	+1
E_HOMO	-11.200	eV

2.
The following is a DFT calculation (wB97M-V/def2-TZVPD) of C45H63N10OP2RuS as an isolated structure.

Last column: Löwdin charge in e.
Element x y z (Å)
Ru (0.148, -0.135, -0.191)  1.49
C (-2.620, 4.441, -4.500)  -0.02
C (-3.658, 4.321, -3.421)  -0.20
C (-4.739, 5.194, -3.369)  -0.01
C (-5.704, 5.097, -2.378)  -0.04
C (-5.620, 4.095, -1.420)  -0.05
C (-4.563, 3.201, -1.456)  -0.04
C (-3.586, 3.336, -2.434)  -0.19
N (-2.502, 2.388, -2.507)  0.19
C (-1.770, 1.936, -1.485)  -0.33
N (-1.885, 2.595, -0.317)  0.17
C (-1.204, 2.391, 0.865)  -0.17
C (-0.385, 1.268, 1.118)  -0.21
C (0.146, 1.150, 2.432)  -0.18
C (-0.003, 2.142, 3.365)  -0.04
C (-0.769, 3.268, 3.061)  0.02
C (-1.401, 3.394, 1.845)  -0.18
C (-2.277, 4.584, 1.559)  -0.01
N (-0.953, 0.884, -1.608)  -0.02
C (-0.731, 0.557, -3.008)  -0.29
C (-1.433, -0.491, -3.592)  -0.04
C (-1.369, -0.692, -4.962)  -0.07
C (-0.587, 0.150, -5.743)  -0.04
C (0.117, 1.187, -5.150)  -0.02
C (0.052, 1.423, -3.777)  -0.26
C (0.790, 2.593, -3.187)  -0.03
H (-2.874, 5.247, -5.184)  0.09
H (-2.538, 3.531, -5.099)  0.09
H (-1.637, 4.662, -4.082)  0.08
H (-4.821, 5.966, -4.121)  0.13
H (-6.530, 5.791, -2.364)  0.12
H (-6.386, 3.991, -0.666)  0.12
H (-4.530, 2.377, -0.754)  0.12
H (-2.312, 1.982, -3.416)  0.15
H (-2.486, 3.412, -0.356)  0.11
H (0.682, 0.270, 2.711)  0.04
H (0.440, 2.032, 4.344)  0.13
H (-0.899, 4.046, 3.799)  0.14
H (-2.317, 5.242, 2.423)  0.10
H (-3.304, 4.289, 1.332)  0.09
H (-1.899, 5.176, 0.722)  0.10
H (-2.063, -1.115, -2.982)  0.09
H (-1.944, -1.484, -5.420)  0.12
H (-0.538, 0.009, -6.812)  0.12
H (0.722, 1.841, -5.763)  0.13
H (1.737, 2.740, -3.704)  0.10
H (0.997, 2.462, -2.123)  0.06
H (0.219, 3.514, -3.308)  0.08
S (5.800, -1.823, 3.126)  1.09
C (4.340, -1.285, 2.344)  -0.49
C (3.915, 0.045, 2.271)  -0.03
C (2.753, 0.353, 1.607)  -0.16
N (1.960, -0.571, 1.035)  -0.10
C (2.385, -1.845, 1.076)  -0.17
C (3.540, -2.240, 1.702)  -0.07
C (6.191, -0.433, 4.166)  -0.54
C (7.104, 0.524, 3.747)  -0.08
C (7.388, 1.571, 4.614)  -0.12
N (6.843, 1.703, 5.817)  0.09
C (5.991, 0.760, 6.208)  -0.11
C (5.629, -0.329, 5.429)  -0.07
H (4.490, 0.838, 2.725)  0.12
H (2.452, 1.387, 1.505)  0.12
H (1.725, -2.570, 0.621)  0.08
H (3.810, -3.287, 1.721)  0.12
H (7.592, 0.453, 2.787)  0.11
H (8.095, 2.338, 4.323)  0.12
H (5.579, 0.876, 7.202)  0.12
H (4.943, -1.075, 5.801)  0.11
C (0.278, -1.977, 3.917)  -0.10
C (-0.644, -2.768, 2.988)  -0.50
C (-1.677, -3.497, 3.861)  -0.09
P (-1.426, -1.840, 1.581)  1.13
C (-1.816, -3.117, 0.312)  -0.56
C (-2.693, -2.498, -0.771)  -0.12
C (-2.325, -4.498, 0.739)  -0.08
C (-3.040, -1.042, 2.053)  -0.51
C (-2.959, -0.110, 3.261)  -0.08
C (-4.231, -1.988, 2.257)  -0.08
H (0.645, -2.651, 4.691)  0.10
H (-0.259, -1.175, 4.422)  0.08
H (1.150, -1.567, 3.415)  0.04
H (-0.033, -3.511, 2.456)  0.10
H (-2.174, -2.800, 4.532)  0.08
H (-1.147, -4.221, 4.481)  0.10
H (-2.435, -4.034, 3.305)  0.06
H (-0.825, -3.268, -0.125)  0.02
H (-3.716, -2.342, -0.438)  0.08
H (-2.736, -3.154, -1.642)  0.09
H (-2.307, -1.530, -1.100)  0.02
H (-3.296, -4.480, 1.223)  0.07
H (-1.626, -5.009, 1.397)  0.08
H (-2.432, -5.112, -0.157)  0.09
H (-3.248, -0.428, 1.167)  0.09
H (-2.749, -0.661, 4.176)  0.08
H (-3.930, 0.368, 3.394)  0.10
H (-2.221, 0.673, 3.152)  0.04
H (-4.157, -2.532, 3.195)  0.08
H (-4.381, -2.699, 1.455)  0.05
H (-5.131, -1.374, 2.313)  0.10
C (0.003, -4.637, -1.945)  -0.15
P (1.064, -3.208, -2.147)  0.63
C (2.693, -3.739, -1.620)  -0.15
C (1.206, -2.986, -3.918)  -0.14
O (0.560, -1.985, -1.367)  -0.51
H (0.403, -5.452, -2.546)  0.08
H (-1.007, -4.418, -2.287)  0.06
H (-0.028, -4.963, -0.906)  0.06
H (3.052, -4.504, -2.309)  0.08
H (2.663, -4.171, -0.622)  0.06
H (3.388, -2.901, -1.636)  0.06
H (1.224, -3.973, -4.381)  0.08
H (2.127, -2.474, -4.184)  0.06
H (0.354, -2.434, -4.306)  0.04
N (5.589, 1.246, -1.960)  0.17
N (4.319, 0.746, -2.068)  -0.26
N (3.855, 0.259, -3.190)  0.17
C (2.589, 0.026, -2.860)  -0.22
N (2.325, 0.351, -1.598)  -0.02
N (3.462, 0.824, -1.104)  0.10
H (6.151, 0.875, -2.719)  0.12
H (5.948, 1.069, -1.031)  0.11
H (1.866, -0.355, -3.549)  0.09

Results
energy	-3550.2531	Ha
Kohn-Sham gap (alpha / beta)	7.5 / 5.3	eV
net charge	+3
E_HOMO (alpha / beta)	-15.414 / -15.414	eV
spin multiplicity	5

3.
The following is a DFT calculation (wB97M-V/def2-TZVPD) of C2H2N4O2 in the gas phase.

Last column: Löwdin charge in e.
Element x y z (Å)
C (-0.129, 0.094, -0.262)  -0.36
C (1.147, 0.575, 0.280)  -0.04
H (-0.839, -1.901, -2.497)  0.11
H (1.991, 0.181, -0.351)  0.15
N (0.057, -0.537, -1.306)  0.06
N (1.236, 1.030, 1.486)  0.07
N (0.039, 1.014, 2.156)  -0.05
N (-1.010, 0.545, 1.914)  0.12
O (-1.097, -1.217, -1.832)  -0.03
O (-1.395, 0.215, 0.412)  -0.02

Results
energy	-446.6966	Ha
Kohn-Sham gap	9.1	eV
E_HOMO	-10.229	eV
structure (SMILES)	O/N=c1/cnnno1

4.
The following is a DFT calculation (wB97M-V/def2-TZVPD) of a 2-piece molecular cluster, C4H10N2Si overall.

Last column: Löwdin charge in e.
Element x y z (Å)
C (-1.322, 2.313, 0.615)  0.04
C (-1.735, 1.160, 0.061)  -0.17
C (1.163, -0.284, -1.097)  -0.31
C (-1.494, -0.196, 0.324)  -0.03
N (-1.201, -2.560, 0.191)  0.07
N (-1.432, -1.359, 0.257)  -0.12
Si (2.211, -0.441, 0.504)  0.58
H (-1.582, 3.245, 0.283)  0.03
H (-0.620, 2.286, 1.436)  0.06
H (-2.323, 1.384, -0.743)  0.08
H (0.653, -1.178, -1.200)  -0.04
H (0.341, 0.557, -0.979)  0.04
H (1.659, -0.220, -2.025)  0.00
H (-1.869, -3.071, -0.332)  0.04
H (1.440, -0.319, 1.747)  -0.10
H (3.507, 0.556, 0.516)  -0.06
H (2.603, -1.874, 0.442)  -0.09

Results
energy	-557.2283	Ha
Kohn-Sham gap (alpha / beta)	8.7 / 8.7	eV
E_HOMO (alpha / beta)	-8.236 / -8.236	eV